# 1
Molecular formula: C5H13NO2
Method: DFT, wB97M-V/def2-TZVPD

Structure (ORCA input):
```
! wB97M-V def2-TZVPD RIJCOSX def2/J DEFGRID3
* xyz 0 1
H 0.0776 -1.4352 0.6302
H 1.1477 0.8429 -1.5495
C -0.6118 -1.1322 -0.1560
O 1.4982 0.8049 2.1382
H -2.2515 1.4356 1.5877
C -1.7129 0.4847 1.3735
N -1.2460 1.2892 -0.8018
O 1.9658 -0.4754 -0.1642
C -1.2818 0.2216 0.1362
H 1.6868 0.1829 0.5384
H 0.6623 -2.0920 -1.6568
H 1.8689 0.1766 2.7433
H 0.5590 0.7919 2.3982
C 1.4920 -0.1510 -1.4158
H -1.6286 2.0920 -0.3312
H -1.3668 -1.8656 -0.2192
H -1.4401 1.2710 -1.7255
C 0.2388 -1.0845 -1.4559
H 2.3786 -0.3970 -2.0274
H -1.6463 -0.1664 2.2498
H -0.3902 -0.7941 -2.2922
*
```

The HOMO energy comes out at -8.478 eV.

=====

# 2
Molecular formula: C5H13NO2
Method: DFT, wB97M-V/def2-TZVPD

Structure (ORCA input):
```
! wB97M-V def2-TZVPD RIJCOSX def2/J DEFGRID3
* xyz 0 1
N 0.3916 1.6808 0.1980
H 1.7816 0.9278 1.6264
H 0.0543 -1.1718 0.3134
C 0.8604 0.6839 1.1368
C 1.0224 -0.7257 0.4740
H -3.3104 -0.8079 -1.9716
H 0.2221 0.5940 -1.8328
C -0.8241 0.8886 -1.6883
C -0.9797 1.5575 -0.3503
O -2.8842 -1.4500 -1.3804
H 0.5006 2.6113 0.6283
H 2.8852 -1.0597 1.4003
O -1.7277 0.4860 -2.3786
C 1.9535 -1.6202 1.3218
H -1.4724 2.4979 -0.5729
H 1.4198 -0.4402 -0.5206
H -2.1112 -1.7120 -1.8865
H 0.1592 0.4909 1.9671
H 2.0293 -2.6235 0.8675
H -1.5123 0.8569 0.3232
H 1.5419 -1.6646 2.3253
*
```

The HOMO energy comes out at -9.258 eV.

=====

# 3
Molecular formula: C5H13NO2
Method: DFT, wB97M-V/def2-TZVPD

Structure (ORCA input):
```
! wB97M-V def2-TZVPD RIJCOSX def2/J DEFGRID3
* xyz 0 1
H 0.3596 -0.2983 1.6360
H -2.1510 -0.5144 -0.2206
H 1.0845 -2.2275 0.0025
H -1.2329 1.4203 2.8355
N -1.1375 -0.5079 -0.0028
C -0.6131 -1.5151 -0.8965
H 1.3315 3.0905 -1.1129
H 1.0906 -2.6508 -1.6649
H -2.4759 1.2219 1.5713
C -0.4832 0.2685 1.0737
C 0.8060 -1.8321 -1.0275
C 1.7375 -0.7476 -1.2674
H 2.7493 -1.1061 -0.6367
H 1.4317 0.1600 -0.7629
O -1.5353 -2.1331 -1.4722
H -0.1253 3.3858 -0.5935
H -1.9363 -0.3181 2.5221
H -0.0034 1.1908 0.6218
H 2.0121 -0.4953 -2.2987
O 0.7358 2.8661 -0.3822
C -1.6447 0.7424 2.0758
*
```

The HOMO energy comes out at -8.866 eV.

=====

# 4
Molecular formula: C5H13NO2
Method: DFT, wB97M-V/def2-TZVPD

Structure (ORCA input):
```
! wB97M-V def2-TZVPD RIJCOSX def2/J DEFGRID3
* xyz 0 1
C -2.0847 -0.9135 0.3010
O -1.0186 -1.0135 -0.6059
H -0.2574 2.3236 -1.3693
H -2.6753 -1.8265 0.1802
C 0.7217 0.3970 1.4167
C 0.8438 -0.0439 -0.0250
H 1.5137 -1.6527 -1.2725
N -0.0726 0.3135 -1.0331
C 1.5462 -1.3699 -0.2227
O 1.8330 1.1189 -0.6950
H -1.7643 -0.8666 1.3500
H -1.7512 1.3730 -1.5271
H -2.7518 -0.0667 0.0940
H 2.1356 0.7890 -1.5507
H 1.0551 -2.1430 0.3637
H 2.5800 -1.2779 0.1069
H -1.1587 1.8289 0.0747
H 1.7244 0.4608 1.8335
C -0.8516 1.5256 -0.9300
H 0.2692 1.3792 1.5144
H 0.1635 -0.3352 1.9961
*
```

The HOMO energy comes out at -9.494 eV.

=====

Per-record E, eV: -10979.4147, -10979.6421, -10979.6452, -10977.0823
Per-record LUMO, eV: 0.7, 0.9, 0.5, 0.9